No. 1
Formula: C5H9N2
Source: OMol25
Level of theory: ωB97M-V/def2-TZVPD

Properties
Total charge: +1
E: -8301.6121 eV
Gap between HOMO and LUMO: 9.35 eV
SMILES string: CC1=NC=C[C@H]1[NH3+]
Highest occupied orbital energy: -13.6 eV

Positions of all 16 atoms, in Å:
C (0.503, -0.139, -0.330)
H (1.739, 1.686, -0.116)
H (1.287, 1.041, 1.293)
H (1.402, 0.198, -2.391)
H (0.610, -1.222, 0.001)
H (-2.530, -1.384, 0.918)
C (0.477, 0.059, -1.782)
H (-1.108, 0.324, -3.324)
N (-1.741, 0.053, -1.201)
C (-0.745, 0.248, -2.217)
C (-1.256, 0.012, -0.063)
N (1.631, 0.727, 0.412)
H (2.604, 0.252, 0.316)
C (-1.952, -0.342, 1.166)
H (-2.740, 0.343, 1.142)
H (-1.406, -0.359, 2.120)

=====

No. 2
Formula: C25H29LuN7O10S4
Source: OMol25
Level of theory: ωB97M-V/def2-TZVPD

Properties
Total charge: -1
E: -134272.8384 eV
Gap between HOMO and LUMO: 7.66 eV
Highest occupied orbital energy: -5.4 eV

Positions of all 76 atoms, in Å:
C (5.062, 0.360, 1.481)
C (1.907, -2.745, -4.717)
O (3.913, -0.222, -2.600)
H (0.014, 4.663, -4.336)
H (1.585, -3.766, -2.853)
O (-0.532, 1.204, -1.775)
C (-0.469, 4.056, -1.163)
H (-0.947, -2.664, 0.850)
N (0.833, 3.719, -0.826)
H (-4.549, 1.370, 1.476)
C (2.892, 1.291, 1.675)
C (1.402, -2.876, -3.438)
O (0.716, 2.137, 1.598)
N (-0.700, 4.476, -2.436)
H (-2.751, 0.351, -1.451)
O (1.926, 0.663, -1.976)
N (2.622, 0.999, 0.408)
C (3.548, 0.429, -0.353)
H (2.777, 3.292, -1.379)
O (-0.956, -1.395, -0.756)
C (0.937, -0.550, -4.870)
H (0.224, -1.448, 5.175)
S (-0.771, 0.628, -3.158)
H (-2.378, -4.567, 1.773)
H (-2.143, 1.590, 1.454)
N (-0.628, -2.873, 3.943)
C (-1.538, -3.900, 3.698)
N (-0.994, -2.909, 1.829)
C (-3.768, -0.437, 2.408)
N (-1.661, 0.895, 2.011)
H (-0.951, 1.420, 2.513)
S (-1.670, 3.922, 0.005)
H (4.259, 1.239, 3.306)
H (-3.955, -1.117, -0.162)
Lu (0.131, 0.452, -0.006)
H (0.750, 0.366, -5.412)
H (-4.419, -0.685, 3.250)
O (-2.018, -0.104, -3.186)
C (-4.186, -0.048, -0.105)
H (-2.022, -0.336, 3.645)
C (0.417, -0.663, -3.589)
H (0.965, 3.383, 0.133)
S (0.279, -2.131, -1.170)
H (-5.645, 0.000, 1.445)
C (0.652, -1.850, -2.875)
C (1.571, 3.946, -3.032)
H (6.022, 0.092, 1.908)
O (1.892, 2.434, 3.499)
C (-2.591, 0.334, 2.996)
H (-3.197, 1.671, -0.637)
H (-3.412, -1.384, 1.995)
S (0.806, -0.985, 2.592)
H (2.080, -1.466, -6.424)
C (-4.597, 0.283, 1.329)
H (5.508, -0.375, -0.519)
H (2.488, -3.550, -5.153)
H (-0.969, -2.509, 5.967)
H (0.665, -3.110, 5.590)
C (-1.765, -3.919, 2.376)
C (1.817, 3.626, -1.741)
C (-0.148, -2.466, 5.252)
C (4.792, 0.091, 0.145)
C (-0.291, -2.251, 2.775)
C (0.269, 4.378, -3.318)
H (2.330, 3.847, -3.795)
C (3.109, 0.248, -1.793)
O (0.153, -3.549, -0.994)
C (4.103, 0.990, 2.264)
O (-0.630, 1.652, -4.154)
C (1.679, -1.579, -5.425)
N (-2.995, 0.681, -0.526)
H (-5.037, 0.124, -0.771)
H (-2.990, 1.127, 3.640)
O (1.354, -1.497, -0.383)
H (-1.933, -4.517, 4.488)
C (1.753, 2.014, 2.363)

=====

No. 3
Formula: C4H5MgO2Rb
Source: OMol25
Level of theory: ωB97M-V/def2-TZVPD

Properties
Total charge: +1
E: -14411.5952 eV
<S²>: 0.85
Multiplicity: 2
Gap between HOMO and LUMO (alpha / beta): 4.89 / 3.92 eV
Highest occupied orbital energy (alpha / beta): -10.0 / -9.2 eV

Positions of all 13 atoms, in Å:
C (-0.721, -1.174, -0.729)
H (1.300, -1.768, -0.053)
Rb (0.738, 4.574, 0.948)
H (0.047, -1.992, 1.187)
C (-1.004, 0.308, -0.761)
O (-0.455, 0.790, 0.464)
H (-1.657, -1.700, -0.471)
O (1.124, 0.313, 1.961)
H (1.690, 1.643, -0.129)
C (0.649, 0.029, 0.859)
Mg (-1.666, 1.908, -1.911)
H (-0.402, -1.567, -1.706)
C (0.357, -1.362, 0.343)

=====

No. 4
Formula: CH2BrNSi
Source: OMol25
Level of theory: ωB97M-V/def2-TZVPD

Properties
Total charge: 0
E: -80476.5921 eV
Gap between HOMO and LUMO (alpha / beta): 8.00 / 8.00 eV
Highest occupied orbital energy (alpha / beta): -10.7 / -10.7 eV

Positions of all 6 atoms, in Å:
H (-0.121, 0.092, -1.337)
N (0.061, -4.092, -0.002)
C (0.005, -2.945, -0.054)
Br (2.695, -0.042, -0.043)
H (-0.221, 0.939, 0.996)
Si (0.483, -0.095, 0.150)

=====

No. 5
Formula: C3Li2LuO3
Source: OMol25
Level of theory: ωB97M-V/def2-TZVPD

Properties
Total charge: +3
E: -43250.4095 eV
Gap between HOMO and LUMO (alpha / beta): 6.28 / 6.80 eV
Highest occupied orbital energy (alpha / beta): -19.7 / -19.3 eV

Positions of all 9 atoms, in Å:
C (-0.234, -0.987, -0.274)
Li (-1.410, -1.316, 1.307)
Lu (3.013, -2.881, -3.523)
O (-2.410, 0.751, 1.069)
C (-1.622, 1.600, 1.106)
O (-0.906, 2.505, 1.264)
Li (1.057, 2.379, 1.917)
C (0.728, -0.965, -1.055)
O (1.784, -1.085, -1.811)

=====

No. 6
Formula: C24H36Cl8F12O8
Source: OMol25
Level of theory: ωB97M-V/def2-TZVPD

Properties
Total charge: 0
E: -174640.3677 eV
Gap between HOMO and LUMO: 10.80 eV
SMILES string: CCOC(=O)C(F)(F)F.CCOC(=O)C(F)(F)F.CCOC(=O)C(F)(F)F.CCOC(=O)C(F)(F)F.ClCCCl.ClCCCl.ClCCCl.ClCCCl
Highest occupied orbital energy: -10.6 eV

Positions of all 88 atoms, in Å:
H (5.153, 2.545, -26.901)
H (3.709, 20.358, -18.855)
H (6.964, 15.389, -27.644)
C (-2.796, 15.590, -30.438)
H (-1.746, 3.451, -26.917)
Cl (0.336, 10.502, -22.747)
C (4.449, 10.572, -15.041)
C (6.779, 6.715, -23.714)
C (2.115, 17.798, -21.863)
F (1.139, 18.464, -22.516)
C (-0.874, 2.880, -26.600)
O (-3.586, 13.766, -31.897)
Cl (4.038, 12.542, -16.939)
H (3.302, 22.023, -20.831)
H (-6.295, 13.128, -28.012)
F (1.773, 17.328, -20.689)
Cl (5.539, 13.805, -28.683)
H (-1.307, 9.448, -24.020)
H (6.249, 2.787, -25.526)
F (-1.113, 3.418, -21.435)
O (2.879, 19.982, -21.204)
O (4.702, 6.417, -24.846)
H (6.715, 14.435, -25.229)
C (5.903, 6.110, -24.813)
H (-6.139, 11.326, -28.430)
C (-5.148, 12.673, -29.889)
H (4.624, 21.231, -21.606)
H (-4.461, 11.875, -30.172)
O (-4.309, 13.819, -29.736)
H (-0.352, 11.356, -25.496)
H (-0.117, 1.116, -25.688)
H (-0.203, 3.575, -26.094)
H (-8.057, 8.896, -20.889)
F (6.541, 6.023, -22.605)
O (6.568, 5.296, -25.656)
H (5.118, 5.128, -27.162)
O (-1.732, 1.965, -24.552)
H (5.103, 19.827, -19.818)
C (-1.716, 2.480, -22.138)
F (-2.907, 2.970, -22.538)
H (-0.305, 2.650, -27.501)
H (5.009, 10.365, -17.229)
C (-3.675, 14.293, -30.743)
H (5.877, 13.136, -25.859)
C (5.504, 3.265, -26.163)
C (-5.688, 12.318, -28.415)
Cl (8.155, 13.032, -26.591)
H (4.363, 9.501, -14.859)
C (-0.228, 9.568, -24.120)
Cl (-6.172, 7.956, -22.152)
F (-3.442, 16.642, -30.957)
H (3.652, 11.093, -14.510)
H (0.145, 8.548, -24.210)
F (-2.705, 15.725, -29.085)
H (-7.099, 7.587, -20.070)
H (4.573, 3.451, -25.627)
H (-1.678, 0.941, -26.394)
H (-4.901, 12.258, -27.664)
C (3.246, 18.842, -21.834)
H (6.769, 4.453, -27.520)
O (0.242, 1.752, -23.396)
Cl (6.016, 11.132, -14.440)
H (-5.885, 12.777, -30.685)
F (-1.580, 15.431, -30.925)
H (5.102, 21.450, -19.206)
C (4.448, 20.668, -19.593)
C (0.148, 10.395, -25.383)
C (-0.955, 2.039, -23.416)
F (-1.897, 1.346, -21.363)
Cl (-0.171, 9.363, -26.748)
H (3.387, 10.259, -16.887)
H (-5.197, 9.067, -19.676)
H (1.191, 10.709, -25.419)
C (3.818, 21.065, -20.891)
C (6.132, 14.763, -27.323)
O (4.384, 18.682, -22.313)
C (-1.071, 1.629, -25.806)
F (2.562, 16.749, -22.563)
C (-6.194, 9.393, -19.971)
Cl (-5.962, 10.965, -20.876)
C (-7.076, 8.444, -20.743)
H (5.377, 15.514, -27.094)
C (4.273, 10.800, -16.552)
C (6.616, 13.878, -26.161)
H (-6.710, 9.583, -19.030)
F (6.413, 8.037, -23.498)
F (8.119, 6.708, -23.926)
C (5.986, 4.596, -26.775)

=====

- Which formula does entry 6 have?
  C24H36Cl8F12O8

=====

- Look up the total charge of the third one.
  +1